Run a
Here is C9H16N4O5 in the gas phase from OMol25. Energies are from ωB97M-V/def2-TZVPD.

Highest occupied orbital energy   -9.583 eV
E_LUMO   0.474 eV
Charge   0
SMILES string   NC(=O)CC[C@H](NC(=O)[C@@H](N)CC(N)=O)C(=O)O
Gap between HOMO and LUMO   10.0563 eV

Positions of all 34 atoms, in Å:
N 2.25045 1.26853 -0.73404
C 2.06084 0.96122 0.59285
O 2.14458 1.74034 1.47674
C 1.83208 -0.50169 0.80352
C 0.85546 -0.79860 1.96674
C -0.52937 -0.10244 1.89406
N -0.96776 0.09824 0.47212
C -1.45675 -0.91308 -0.35136
O -1.48455 -2.07660 -0.04632
C -1.95331 -0.34107 -1.69909
N -1.78188 1.07991 -1.79406
C -1.28574 -1.14674 -2.81345
C 0.21358 -1.31235 -2.61244
N 0.57523 -2.58082 -2.28241
O 1.00835 -0.39971 -2.74415
C -0.47091 1.22600 2.68612
O -0.18038 1.34458 3.84996
O -0.83847 2.26759 1.91887
H 2.37883 2.27665 -0.87958
H 1.87887 0.67155 -1.47171
H 1.43764 -1.00308 -0.06980
H 2.81112 -0.97488 0.99278
H 0.65795 -1.88259 1.88653
H 1.37283 -0.59009 2.92143
H -1.27965 -0.77075 2.36699
H -0.93921 1.02053 0.14157
H -3.02525 -0.60096 -1.72521
H -2.52506 1.60054 -1.34323
H -1.75993 1.35294 -2.79660
H -1.39536 -0.67862 -3.81176
H -1.76892 -2.12128 -2.87926
H 1.54724 -2.71116 -2.09576
H -0.06463 -3.14521 -1.76645
H -0.65023 3.05825 2.45626

---

Run b
Here is C9H16N4O5 in the gas phase from OMol25. Energies are from ωB97M-V/def2-TZVPD.

Highest occupied orbital energy   -9.458 eV
E_LUMO   0.214 eV
Charge   0
SMILES string   NC(=O)CC[C@H](NC(=O)[C@@H](N)CC(N)=O)C(=O)O
Gap between HOMO and LUMO   9.6725 eV

Positions of all 34 atoms, in Å:
N -2.50027 -4.42035 -0.32796
C -3.13870 -3.62343 0.58614
O -4.23689 -4.00301 1.02036
C -2.46457 -2.27115 0.91300
C -1.92791 -1.41117 -0.24741
C -0.50117 -0.74692 0.00674
N -0.17527 0.33540 -0.91788
C 0.30563 1.55620 -0.59875
O 0.42146 2.43411 -1.47756
C 0.73129 1.90884 0.90642
N 1.82998 0.92815 1.30421
C 1.14457 3.38406 0.88355
C 2.14373 3.82664 -0.19351
N 2.00907 4.92662 -0.94454
O 3.20499 3.17275 -0.24316
C 0.61524 -1.81100 -0.19456
O 0.34585 -2.97113 -0.56797
O 1.88238 -1.44519 -0.03766
H -1.67459 -3.91116 -0.90870
H -2.83191 -5.44716 -0.52275
H -3.10015 -1.68596 1.64540
H -1.61290 -2.59927 1.53904
H -2.66992 -0.58652 -0.42816
H -1.85388 -2.00929 -1.23017
H -0.38534 -0.33583 0.95697
H -0.48495 0.14360 -1.85080
H -0.17943 1.82250 1.50909
H 1.95007 1.07214 2.36906
H 2.76635 1.22383 0.87347
H 0.19790 3.98842 0.80135
H 1.62605 3.62985 1.82578
H 2.71632 5.01449 -1.61052
H 1.07265 5.46933 -1.05956
H 1.92830 -0.55039 0.37197

---

Which is the most stable structure? run a is the most stable.